16
Properties=species:S:1:pos:R:3:forces:R:3 method="wB97M-V/def2-TZVPD" max_force_ev_per_a=3.7 gap_ev=9.2 de_lowest_ev=4.055 e_tot_ev=-17188.771
C -1.158 0.414 1.424 1.6 0.3 -1.8
C -1.870 0.850 2.698 2.9 -2.3 -0.2
C 1.134 -2.252 -2.284 0.1 -1.4 -0.8
C 1.344 -1.423 -1.272 1.2 -1.0 0.1
O 0.371 2.445 1.680 0.6 0.2 -0.2
S 0.127 1.282 0.801 -2.1 -0.8 1.4
H -1.419 -0.444 0.735 0.1 0.9 1.2
H -1.565 0.018 3.449 -1.2 1.0 -1.0
H -1.220 1.691 3.086 -1.9 -0.1 -0.6
H -2.918 0.792 2.375 0.1 0.9 1.2
H 0.412 -2.099 -3.105 0.8 0.5 0.3
H 1.711 -3.222 -2.370 -1.2 0.9 0.6
H 0.719 1.830 -2.811 -2.0 -1.8 -0.6
H 1.212 -0.373 -1.315 -1.1 0.7 0.2
H 1.915 -1.796 -0.418 0.2 0.3 -0.3
H 1.205 2.285 -2.670 2.0 1.8 0.6

16
Properties=species:S:1:pos:R:3:forces:R:3 method="wB97M-V/def2-TZVPD" max_force_ev_per_a=4.1 gap_ev="7.9 / 8.0" de_lowest_ev=4.078 e_tot_ev=-17188.748
C 2.178 -1.002 -0.544 -2.5 -0.9 3.1
C -1.880 0.703 0.065 -1.6 -1.2 0.0
C 0.189 -0.606 0.649 2.9 -0.7 -2.8
C -0.425 0.411 -0.230 -0.5 1.1 -0.5
O 0.452 -0.439 1.953 0.6 3.1 0.2
S 0.424 2.038 -0.369 0.5 -0.3 1.0
H 1.532 -1.034 -1.319 -1.2 0.1 -3.0
H 2.198 -1.850 0.065 0.7 -1.6 0.4
H 2.469 -0.167 -0.052 1.4 2.8 0.6
H -2.004 0.971 1.113 -0.1 0.2 0.0
H -2.200 1.539 -0.579 -0.2 -0.5 0.4
H -2.550 -0.229 -0.098 1.1 1.5 0.1
H -0.108 -1.564 0.306 -0.5 -1.0 0.7
H -0.394 0.053 -1.256 0.3 -0.3 0.0
H 0.794 0.539 1.996 -0.8 -2.6 0.4
H 0.552 2.168 0.983 -0.1 0.3 -0.6

16
Properties=species:S:1:pos:R:3:forces:R:3 method="wB97M-V/def2-TZVPD" max_force_ev_per_a=2.9 gap_ev=9.6 de_lowest_ev=2.401 e_tot_ev=-17190.425
C -1.689 -3.226 -0.980 0.2 2.0 1.4
C -1.613 -2.555 0.233 1.0 -1.1 -1.6
O -0.730 -1.514 0.484 0.2 -0.7 0.1
H -2.721 -3.593 -1.163 1.2 -0.6 0.0
H -0.902 -3.140 -1.795 -1.4 0.2 1.1
H -2.222 -2.950 1.049 -0.2 0.8 0.0
H -0.252 -1.433 1.348 -1.1 -0.7 -0.9
C -0.139 3.071 -0.239 -0.4 -2.3 0.7
C 0.846 2.075 -0.759 1.8 -2.2 -0.6
S 1.477 0.767 0.588 -0.4 1.3 -1.2
H -0.647 3.363 -1.183 0.2 1.1 1.2
H -0.840 2.466 0.398 0.2 0.9 -0.6
H 0.463 3.669 0.454 -0.9 1.0 -0.6
H 1.780 2.613 -1.103 -1.0 -1.0 0.1
H 0.402 1.403 -1.573 0.9 1.0 1.1
H 2.723 1.245 0.755 -0.2 0.1 -0.1

16
Properties=species:S:1:pos:R:3:forces:R:3 method="wB97M-V/def2-TZVPD" max_force_ev_per_a=1.4 gap_ev="7.0 / 1.8" charge=+1 de_lowest_ev=1.418 e_tot_ev=-17182.305 spin_multiplicity=2
C 1.726 0.451 -4.056 -0.2 -0.1 0.4
C 2.728 -0.723 -3.839 0.3 0.7 -1.2
S 3.017 -1.054 -2.159 0.0 -0.4 0.6
H 2.156 1.395 -3.745 0.2 0.1 0.1
H 0.806 0.293 -3.498 -0.1 0.0 -0.2
H 1.535 0.505 -5.126 -0.1 -0.1 0.0
H 2.397 -1.649 -4.294 -0.4 -0.2 0.1
H 3.628 -0.424 -4.375 0.4 -0.1 0.3
H 3.897 -0.097 -1.797 0.0 0.2 -0.2
C -2.849 -0.367 4.040 0.9 -0.8 -0.7
C -3.218 0.080 5.219 -0.1 0.4 0.0
O -3.264 1.419 5.543 -0.8 0.2 -0.2
H -2.621 -1.417 3.851 -0.6 0.2 0.3
H -2.528 0.281 3.239 -0.1 0.4 0.0
H -3.501 -0.575 6.024 0.1 -0.1 0.3
H -3.907 1.882 4.973 0.6 -0.3 0.3

17
Properties=species:S:1:pos:R:3:forces:R:3 method="wB97M-V/def2-TZVPD" max_force_ev_per_a=5.0 gap_ev=9.3 de_lowest_ev=3.538 e_tot_ev=-28025.053
O 0.256 -1.165 0.941 -3.1 0.1 -1.1
C 0.395 0.214 0.639 1.0 0.2 1.0
C 1.135 0.403 -0.747 -1.2 -3.0 0.7
S 2.917 -0.071 -0.316 -0.8 -1.0 1.6
C -0.882 1.187 0.841 4.3 1.4 2.0
C -1.839 1.083 -0.233 -3.2 -0.2 -2.4
S -2.356 -0.737 -0.338 -0.9 1.0 -1.8
H -0.666 -1.351 0.498 2.6 -0.4 1.0
H 1.220 0.500 1.340 -1.3 0.5 -0.1
H 0.711 -0.334 -1.537 0.8 1.0 1.4
H 0.859 1.366 -1.120 1.1 1.0 -0.2
H 2.715 -0.939 1.023 0.0 2.0 -3.2
H -1.442 1.139 1.886 1.7 -0.1 -2.0
H -0.156 2.167 0.768 -2.6 -1.6 0.4
H -2.865 1.492 0.083 1.8 0.2 -0.9
H -1.535 1.389 -1.346 -0.5 -0.4 2.7
H -2.718 -0.504 -1.655 0.2 -0.8 1.0

17
Properties=species:S:1:pos:R:3:forces:R:3 method="wB97M-V/def2-TZVPD" max_force_ev_per_a=4.7 gap_ev="7.0 / 5.0" charge=+1 de_lowest_ev=2.431 e_tot_ev=-28017.139 spin_multiplicity=2
C 1.121 0.179 -1.130 2.5 0.5 -0.3
C 1.925 -0.881 -0.381 -0.3 -1.3 0.2
O 3.056 -0.471 0.352 0.1 0.7 -0.8
C 0.456 1.177 -0.225 -0.5 1.4 0.0
S -0.269 0.455 1.263 -2.2 -1.9 -2.4
S -1.881 -0.866 -0.127 4.0 2.1 1.2
C -3.133 -0.292 0.814 -4.1 1.2 1.1
H 0.343 -0.233 -1.754 0.1 -0.5 -0.5
H 1.947 0.662 -1.744 -1.5 -0.1 0.3
H 2.195 -1.716 -1.042 0.3 0.6 0.0
H 1.309 -1.339 0.361 -1.1 -0.6 0.5
H 2.750 0.083 1.075 0.2 0.0 0.2
H 1.129 1.976 0.147 -0.2 -0.4 -0.1
H -0.420 1.663 -0.737 1.1 -0.1 0.5
H -3.466 0.761 0.998 1.4 0.0 -0.9
H -2.969 -0.581 1.855 -0.6 -0.8 0.0
H -4.091 -0.577 0.275 0.8 -0.7 1.1

17
Properties=species:S:1:pos:R:3:forces:R:3 method="wB97M-V/def2-TZVPD" max_force_ev_per_a=4.9 gap_ev=9.7 de_lowest_ev=2.742 e_tot_ev=-22109.590
C 2.244 -1.017 0.505 0.1 0.3 -3.2
C 1.203 -0.723 1.258 -0.2 -0.7 1.7
Si -0.488 -1.510 1.029 -0.3 2.1 0.5
O -0.776 -2.872 0.413 0.0 0.3 0.1
C -1.791 -0.300 1.868 1.4 -4.3 -2.0
C -1.611 0.918 2.235 -0.7 3.1 2.4
H 3.195 -0.624 0.767 0.9 0.0 0.3
H 2.205 -1.374 -0.591 -0.2 0.0 2.0
H 1.513 -0.270 2.246 -0.9 -0.3 -1.0
H -2.617 -0.923 2.136 -0.8 0.2 0.6
H -2.309 1.371 3.018 0.8 -0.4 -1.4
H -0.789 1.565 1.943 0.1 -0.3 0.0
Si -0.119 1.148 -3.284 0.4 0.4 -0.5
H 1.037 0.923 -4.050 1.8 -0.2 -0.6
H -0.396 2.501 -3.748 -0.9 0.3 0.0
H 0.288 1.197 -1.898 -0.2 -0.3 0.7
H -0.788 -0.007 -3.847 -1.2 -0.2 0.4

17
Properties=species:S:1:pos:R:3:forces:R:3 method="wB97M-V/def2-TZVPD" max_force_ev_per_a=3.9 gap_ev=9.7 de_lowest_ev=1.279 e_tot_ev=-22111.053
C 0.677 -2.572 0.056 0.7 0.3 1.6
C 0.560 -1.381 0.676 0.9 -0.2 -2.0
Si 0.073 0.172 -0.358 -1.7 -0.7 3.4
O -0.154 -0.177 -1.913 0.3 0.3 -1.9
Si 1.086 2.222 0.004 1.9 -1.7 -0.6
C -1.595 0.161 0.622 0.4 0.1 0.3
C -2.652 -0.604 0.350 1.4 1.3 2.7
H 0.912 -3.468 0.692 -0.4 0.7 -1.0
H 0.662 -2.642 -1.026 -0.2 -0.3 0.1
H 0.715 -1.319 1.744 -0.2 0.1 0.2
H 0.106 0.427 -2.639 -0.2 -0.6 0.9
H 1.642 2.293 -1.384 0.6 0.2 0.2
H 0.182 3.245 -0.065 -1.9 1.9 0.3
H 2.057 2.419 1.132 -0.2 -0.1 -0.5
H -1.501 0.409 1.696 0.2 0.2 -0.5
H -3.217 -0.980 1.189 -0.7 0.1 -0.3
H -2.686 -0.984 -0.585 -0.9 -1.5 -2.9